10
Properties=species:S:1:pos:R:3 method="wB97M-V/def2-TZVPD" smiles="C[C@@]1(S)OC1=O" orbital_gap_ev=10.405 relative_energy_kcal_mol=39.0 homo_ev=-9.87
C 0.6628 -0.0164 -0.3153
C -0.6750 -0.5785 0.0857
S -1.9759 0.5649 0.3481
O -1.1153 -1.9010 -0.6524
C -0.7733 -1.9569 0.6261
O -0.6700 -2.6498 1.5671
H 1.0940 0.4640 0.6609
H 0.4255 0.7801 -1.1233
H 1.1625 -0.8539 -0.7166
H -2.5749 -0.2566 1.2775

***

11
Properties=species:S:1:pos:R:3 method="wB97M-V/def2-TZVPD" smiles="CSC(=O)C(O)=S" orbital_gap_ev=8.649 relative_energy_kcal_mol=7.2 homo_ev=-9.23
C -0.4032 0.4302 2.1332
S -0.0192 -0.7815 0.8479
C -0.0026 0.3208 -0.4787
O -0.1679 1.5109 -0.4119
C 0.3905 -0.3154 -1.8343
O 0.4652 -1.6100 -1.7782
S 0.6290 0.6172 -3.1082
H -0.7465 -0.1702 2.9701
H -1.2752 1.0307 1.8920
H 0.4767 0.9810 2.4188
H 0.6531 -2.0136 -2.6509

***

12
Properties=species:S:1:pos:R:3 method="wB97M-V/def2-TZVPD" smiles="O=C(S)[C@@H](O)C(=S)S" orbital_gap_ev=8.505 relative_energy_kcal_mol=13.3 homo_ev=-9.17
O 1.4026 1.2502 0.4866
C 0.2272 1.1120 0.7066
S -0.6371 2.4159 1.5764
C -0.6284 0.0250 0.1327
O -1.6521 0.4950 -0.7932
C 0.1512 -1.1369 -0.4193
S 0.6145 -2.4045 0.5222
S 0.5690 -1.0315 -2.1275
H -1.6806 1.7048 2.0947
H -1.0807 -0.4446 1.0228
H -2.2387 1.0962 -0.3198
H -0.2461 0.0050 -2.4022